1.
{
  "formula": "C5H6N2O2",
  "method": "the ωB97M-V functional and the def2-TZVPD basis",
  "gap_ev": 8.31,
  "smiles": "[O-][n+]1ccc(NO)cc1",
  "e_homo_ha": -0.2923,
  "charge": 0,
  "relative_energy_kcal_mol": 126.6,
  "total_energy_ev": -12352.1325,
  "species": ["C", "C", "C", "C", "C", "H", "H", "H", "H", "H", "H", "N", "N", "O", "O"],
  "coordinates": [[-0.328, -0.852, 0.153], [1.030, -0.839, -0.033], [1.616, 0.397, -0.165], [-0.438, 1.539, -0.296], [-1.123, 0.339, -0.117], [-1.698, -1.652, 2.074], [-0.252, -2.924, 0.417], [1.615, -1.817, 0.073], [2.701, 0.557, -0.381], [-0.820, 2.329, -1.052], [-2.107, 0.262, -0.063], [-1.005, -2.126, 0.322], [0.947, 1.525, -0.458], [-2.027, -2.043, 1.153], [1.580, 2.536, -0.824]],
  "forces_ev_per_a": [[-2.368, -0.545, -1.041], [0.473, -0.898, 1.225], [2.572, -0.168, -1.485], [-0.254, 0.090, -3.688], [6.285, -0.747, 1.316], [-0.886, -1.124, -2.361], [-2.272, 1.738, 0.573], [-0.669, 1.800, -0.193], [-1.023, -0.378, 0.528], [0.109, -0.767, 2.310], [-4.253, -0.099, -0.061], [4.474, 0.243, -2.488], [-1.397, -0.871, 1.409], [-1.114, 0.531, 4.395], [0.324, 1.197, -0.440]],
  "nbo_charge": [0.097, -0.257, -0.026, -0.054, -0.213, 0.430, 0.335, 0.233, 0.234, 0.241, 0.227, -0.298, 0.106, -0.522, -0.530]
}



2.
{
  "formula": "C5H6N2O2",
  "method": "the ωB97M-V functional and the def2-TZVPD basis",
  "gap_ev": 10.01,
  "smiles": "O=C1N[C@@H]2C[C@@H]2C=NO1",
  "e_homo_ha": -0.3483,
  "charge": 0,
  "relative_energy_kcal_mol": 75.2,
  "total_energy_ev": -12354.3596,
  "species": ["C", "C", "C", "C", "C", "H", "H", "H", "H", "H", "H", "N", "N", "O", "O"],
  "coordinates": [[0.012, -0.179, 1.362], [-0.987, 1.059, -0.609], [-1.415, -0.047, -1.476], [-0.044, 0.417, -1.681], [1.247, -0.191, -1.294], [-1.247, 1.504, 1.343], [-1.259, 2.116, -0.823], [-2.117, 0.125, -2.314], [-1.481, -1.022, -1.024], [0.027, 1.115, -2.522], [2.062, 0.123, -1.948], [-0.750, 0.806, 0.791], [1.670, -0.699, -0.189], [0.044, -0.274, 2.562], [0.543, -1.109, 0.595]],
  "forces_ev_per_a": [[-1.552, 1.375, 2.460], [0.889, -0.086, -0.237], [-1.845, -0.870, -0.954], [0.666, 1.434, -0.040], [0.856, 1.091, 0.733], [0.754, -0.880, 0.497], [0.090, -1.101, 0.226], [0.434, -0.145, 0.688], [-0.337, -0.085, 0.240], [0.429, -0.530, 0.176], [0.089, -0.326, 0.097], [-0.271, 1.231, -1.384], [-0.762, 0.153, -1.758], [0.240, -0.044, 0.237], [0.319, -1.219, -0.982]],
  "nbo_charge": [0.870, -0.015, -0.420, -0.326, 0.098, 0.419, 0.227, 0.228, 0.244, 0.232, 0.204, -0.644, -0.101, -0.586, -0.431]
}



3.
{
  "formula": "C5H6N2O2",
  "method": "the ωB97M-V functional and the def2-TZVPD basis",
  "gap_ev": 10.14,
  "smiles": "C#CC(=O)N/C(C)=N/O",
  "e_homo_ha": -0.3526,
  "charge": 0,
  "relative_energy_kcal_mol": 88.5,
  "total_energy_ev": -12353.7826,
  "species": ["C", "N", "C", "C", "O", "N", "C", "C", "O", "H", "H", "H", "H", "H", "H"],
  "coordinates": [[1.764, -0.093, -0.328], [-0.373, -1.171, -0.766], [-1.318, -0.314, -1.276], [0.477, -0.682, 0.187], [1.059, -0.052, 2.235], [0.100, -0.670, 1.426], [-1.921, 0.680, -0.411], [-2.362, 1.523, 0.321], [-1.562, -0.295, -2.478], [0.540, 0.186, 3.026], [0.081, -1.587, -1.569], [1.718, 0.993, -0.193], [2.615, -0.487, 0.232], [1.905, -0.303, -1.392], [-2.723, 2.273, 0.986]],
  "forces_ev_per_a": [[0.139, -0.105, 0.330], [-1.360, -0.488, -0.852], [-0.549, 0.825, -2.044], [1.472, 0.672, 2.691], [-0.433, 0.279, 0.209], [0.261, -0.145, -1.637], [-0.084, 0.060, 0.808], [0.175, -0.213, -0.251], [-0.080, -0.385, 1.030], [0.389, -0.303, -0.435], [0.105, -0.249, 0.088], [0.151, -0.115, 0.037], [-0.033, 0.214, -0.036], [-0.087, -0.006, 0.165], [-0.065, -0.041, -0.103]],
  "nbo_charge": [-0.695, -0.604, 0.612, 0.353, -0.574, -0.129, -0.126, -0.126, -0.552, 0.483, 0.407, 0.248, 0.245, 0.219, 0.239]
}



4.
{
  "formula": "C5H6N2O2",
  "method": "the ωB97M-V functional and the def2-TZVPD basis",
  "gap_ev": [9.68, 8.13],
  "e_homo_ha": [-0.3291, -0.3230],
  "s_squared": 2.02,
  "charge": 0,
  "relative_energy_kcal_mol": 51.6,
  "total_energy_ev": -12350.5238,
  "spin_multiplicity": 3,
  "species": ["C", "C", "C", "C", "C", "N", "N", "O", "O", "H", "H", "H", "H", "H", "H"],
  "coordinates": [[-0.738, -1.224, -0.381], [0.526, -1.277, -0.755], [0.411, 0.482, 0.965], [-0.977, -0.071, 0.637], [1.333, -0.303, -0.025], [2.549, -0.050, -0.194], [-1.667, 1.035, -1.205], [3.352, 0.895, 0.081], [-1.740, 0.967, 0.126], [-1.576, -1.812, -0.757], [0.892, -2.139, -1.296], [0.506, 1.619, 0.635], [0.506, 0.486, 2.084], [-1.317, -0.550, 1.544], [-2.058, 1.943, -1.459]],
  "forces_ev_per_a": [[-0.943, 1.409, 0.534], [0.373, -1.498, 0.782], [0.560, 2.122, -1.001], [1.954, -1.873, -0.902], [-0.932, 0.762, 1.867], [2.422, 1.756, -0.800], [0.372, -0.331, -0.847], [-1.746, -1.989, 0.088], [-1.939, 1.127, 0.370], [0.417, 0.069, 0.139], [0.423, 0.467, -0.466], [-0.373, -2.264, 0.745], [0.935, -0.416, -1.197], [-1.263, 0.553, 0.187], [-0.261, 0.106, 0.501]],
  "lowdin_spin": [-0.017, 0.007, 0.040, 0.010, 0.035, 0.405, 0.688, 0.543, 0.264, 0.000, 0.001, 0.001, -0.001, 0.001, 0.024]
}



5.
{
  "formula": "C5H6N2O2",
  "method": "the ωB97M-V functional and the def2-TZVPD basis",
  "gap_ev": [8.28, 8.05],
  "e_homo_ha": [-0.3391, -0.3976],
  "s_squared": 2.04,
  "charge": 0,
  "relative_energy_kcal_mol": 108.2,
  "total_energy_ev": -12348.0717,
  "spin_multiplicity": 3,
  "species": ["C", "C", "C", "C", "C", "N", "N", "O", "O", "H", "H", "H", "H", "H", "H"],
  "coordinates": [[1.414, 2.100, 1.636], [0.525, -0.456, 0.111], [2.259, 1.130, 1.174], [-0.650, -0.670, -0.462], [-1.742, 0.294, -0.734], [0.820, 2.998, 2.052], [-0.846, -1.995, -1.089], [-1.850, -2.067, -1.797], [-0.195, -3.013, -0.851], [1.260, -1.284, 0.446], [2.381, 0.372, 1.792], [2.648, 1.214, 0.227], [-1.712, 0.871, 0.175], [-2.558, -0.324, -1.008], [-1.754, 0.831, -1.673]],
  "forces_ev_per_a": [[0.612, 0.173, -0.288], [-0.502, -3.046, 0.274], [-0.791, 3.396, -0.104], [2.075, 0.553, -0.856], [0.642, -0.473, 0.057], [-0.911, 0.692, 0.363], [-1.900, -2.660, -0.571], [0.820, 0.325, 0.006], [0.484, 1.856, 0.341], [-0.994, 1.750, -0.665], [0.976, -3.583, 2.371], [0.926, -0.048, -1.903], [-1.066, 0.746, -0.088], [-1.553, -0.376, 1.121], [1.182, 0.695, -0.058]],
  "lowdin_spin": [0.116, 0.779, 0.579, 0.074, 0.009, 0.286, 0.034, 0.011, -0.004, 0.052, 0.034, 0.031, 0.002, 0.000, -0.003]
}



6.
{
  "formula": "C5H6N2O3",
  "method": "the ωB97M-V functional and the def2-TZVPD basis",
  "gap_ev": 9.55,
  "smiles": "Nc1cnoc1CC(=O)O",
  "e_homo_ha": -0.3338,
  "charge": 0,
  "relative_energy_kcal_mol": 60.0,
  "total_energy_ev": -14402.3092,
  "species": ["O", "C", "C", "C", "C", "N", "C", "N", "O", "H", "H", "H", "H", "H", "O", "H"],
  "coordinates": [[3.124, 0.313, -0.520], [2.007, 0.028, -0.156], [1.106, 1.043, 0.551], [-0.314, 0.615, 0.598], [-1.086, 0.222, -0.466], [-0.497, -0.338, -1.596], [-2.327, -0.104, 0.161], [-2.211, -0.100, 1.465], [-0.929, 0.262, 1.746], [1.524, 1.213, 1.552], [1.177, 1.986, -0.011], [-1.110, -0.494, -2.385], [-3.226, -0.504, -0.304], [0.151, -1.244, -1.344], [1.696, -1.415, 0.068], [0.917, -1.481, 0.640]],
  "forces_ev_per_a": [[-2.384, -0.705, -0.276], [2.605, -1.688, 1.988], [-0.294, -0.219, -0.443], [-0.052, -0.965, -0.721], [0.208, -0.798, 1.395], [1.945, -1.874, -0.544], [0.173, -0.877, 0.326], [-0.944, -0.133, -0.484], [0.355, 1.603, 0.215], [-0.048, -0.164, -0.230], [0.108, -0.315, 0.194], [0.187, -0.080, 0.123], [0.130, 0.298, 0.228], [-2.320, 2.971, -1.010], [0.330, 2.809, -0.776], [0.002, 0.137, 0.015]],
  "nbo_charge": [-0.515, 0.812, -0.580, 0.258, 0.012, -0.859, -0.051, -0.110, -0.277, 0.274, 0.273, 0.385, 0.220, 0.410, -0.732, 0.478]
}



7.
{
  "formula": "C5H6N2O3",
  "method": "the ωB97M-V functional and the def2-TZVPD basis",
  "gap_ev": [7.15, 7.21],
  "e_homo_ha": [-0.2531, -0.3996],
  "s_squared": 2.02,
  "charge": 0,
  "relative_energy_kcal_mol": 57.0,
  "total_energy_ev": -14396.6657,
  "spin_multiplicity": 3,
  "species": ["C", "C", "C", "C", "C", "N", "N", "O", "O", "O", "H", "H", "H", "H", "H", "H"],
  "coordinates": [[-0.342, -1.154, -2.661], [-0.182, -0.687, -0.224], [-0.801, -0.593, -1.499], [1.556, 0.875, 1.505], [0.388, 0.085, 1.866], [-0.090, -1.625, -3.672], [-1.983, 0.228, -1.623], [-2.578, 0.200, -2.709], [-2.357, 0.834, -0.648], [-0.540, -0.057, 0.820], [0.750, -1.094, -0.138], [1.999, 0.502, 0.567], [1.324, 1.935, 1.203], [2.339, 0.802, 2.192], [-0.189, 0.613, 2.636], [0.709, -0.864, 2.385]],
  "forces_ev_per_a": [[-0.604, 0.540, 1.200], [1.249, -1.744, -0.090], [-2.264, 1.703, -0.840], [0.516, 1.731, -3.293], [-0.720, -0.519, 2.653], [0.783, -0.935, -1.771], [-0.026, -0.911, -1.480], [0.348, -0.038, 0.171], [-0.288, 0.607, 0.673], [-1.918, 1.616, 2.084], [2.357, -1.354, -0.523], [-0.040, -0.211, 0.231], [0.083, -0.857, 0.845], [0.998, 0.202, 1.393], [0.068, -0.150, -0.154], [-0.541, 0.320, -1.100]],
  "lowdin_spin": [0.071, 0.532, 0.483, 0.014, 0.018, 0.259, 0.072, 0.149, 0.069, 0.290, 0.036, 0.003, 0.000, 0.000, -0.001, 0.006]
}



8.
{
  "formula": "C5H6N2O5",
  "method": "the ωB97M-V functional and the def2-TZVPD basis",
  "gap_ev": [7.54, 7.54],
  "e_homo_ha": [-0.0359, -0.0358],
  "charge": -2,
  "relative_energy_kcal_mol": 18.4,
  "total_energy_ev": -18497.8449,
  "species": ["C", "C", "C", "C", "C", "N", "N", "O", "O", "O", "O", "O", "H", "H", "H", "H", "H", "H"],
  "coordinates": [[1.861, 1.236, 0.114], [-2.242, 0.934, 0.259], [0.173, -1.371, 0.070], [0.568, -0.422, 1.217], [-0.664, -0.510, -1.023], [0.570, 0.889, 0.739], [-0.994, 0.737, -0.421], [1.971, 1.584, -1.074], [-2.376, 1.466, 1.371], [2.813, 1.086, 0.922], [-3.152, 0.511, -0.518], [0.164, -0.355, -2.193], [1.230, -1.691, -0.294], [-0.421, -2.247, 0.241], [-0.178, -0.425, 2.023], [1.546, -0.559, 1.498], [-1.631, -1.171, -1.174], [0.763, 0.308, -1.758]],
  "forces_ev_per_a": [[0.538, -0.484, 0.252], [-1.300, -0.604, -0.426], [1.999, 0.738, -1.399], [-3.684, -0.647, 0.016], [-0.431, -2.528, 1.011], [-2.192, 1.982, -2.823], [3.868, 0.691, 1.608], [-0.876, 0.138, -0.445], [0.738, -0.051, -0.251], [-0.263, 0.129, 0.196], [-0.229, 0.117, 0.362], [-0.808, 0.481, 1.466], [-1.938, 0.179, -0.323], [-0.118, -0.618, 0.859], [0.294, -0.484, 0.254], [2.161, -0.948, 1.335], [1.814, 1.742, -0.426], [0.427, 0.167, -1.266]],
  "nbo_charge": [0.837, 0.843, -0.457, -0.279, 0.220, -0.328, -0.366, -0.784, -0.768, -0.802, -0.812, -0.779, 0.190, 0.184, 0.175, 0.230, 0.191, 0.507]
}



9.
{
  "formula": "C5H6N2OS",
  "method": "the ωB97M-V functional and the def2-TZVPD basis",
  "gap_ev": [9.97, 5.80],
  "e_homo_ha": [-0.3451, -0.2779],
  "charge": 0,
  "relative_energy_kcal_mol": 134.1,
  "total_energy_ev": -21139.2835,
  "species": ["C", "C", "C", "C", "C", "N", "N", "O", "S", "H", "H", "H", "H", "H", "H"],
  "coordinates": [[-0.265, -0.834, -2.369], [0.844, 0.161, -0.705], [1.890, -0.419, -1.380], [0.792, 1.016, 0.522], [-1.336, -0.005, 1.514], [-0.348, -0.087, -1.289], [0.162, 0.202, 1.545], [0.859, -0.458, 2.303], [1.341, -1.346, -2.717], [-0.963, -1.344, -3.101], [1.813, 1.301, 0.991], [0.208, 1.829, 0.286], [-1.618, 0.888, 0.897], [-1.615, -0.848, 0.965], [-1.763, -0.054, 2.537]],
  "forces_ev_per_a": [[0.627, -0.973, -0.313], [1.915, -0.006, -0.834], [-1.070, -0.073, 0.181], [2.974, -1.940, 1.216], [1.417, 2.811, 0.158], [-1.751, -0.694, -1.665], [-3.204, 0.923, -0.430], [1.707, -1.609, 1.700], [0.682, 0.522, 0.431], [-0.019, 1.357, 1.538], [-1.659, -0.395, -1.213], [-1.248, 2.110, -0.240], [-0.665, -0.821, 0.924], [-0.191, -1.533, -0.828], [0.487, 0.322, -0.624]],
  "nbo_charge": [-0.154, -0.022, -0.045, -0.274, -0.443, -0.439, 0.077, -0.406, 0.383, 0.235, 0.243, 0.215, 0.205, 0.208, 0.218]
}



10.
{
  "formula": "C5H6N2OS",
  "method": "the ωB97M-V functional and the def2-TZVPD basis",
  "gap_ev": 7.90,
  "e_homo_ha": -0.3257,
  "charge": 0,
  "relative_energy_kcal_mol": 119.0,
  "total_energy_ev": -21139.9378,
  "species": ["C", "C", "C", "C", "C", "N", "N", "O", "S", "H", "H", "H", "H", "H", "H"],
  "coordinates": [[-0.778, 2.347, -0.014], [0.769, 0.768, -0.256], [-0.413, 0.186, 0.193], [2.759, 0.089, -0.874], [-0.743, -1.225, 0.613], [-1.341, 1.216, 0.330], [0.503, 2.120, -0.408], [5.165, -0.229, -0.087], [3.816, -0.017, 0.402], [-1.195, 3.279, -0.148], [2.849, 0.584, -1.801], [-0.321, -1.991, -0.242], [-0.163, -1.464, 1.498], [-1.709, -1.316, 0.693], [1.217, 2.687, -0.669]],
  "forces_ev_per_a": [[1.510, -2.440, -0.420], [1.883, -1.263, -0.493], [0.803, 0.908, -0.049], [-3.394, 1.986, 4.106], [6.915, -0.490, -3.246], [-0.149, -0.397, 0.082], [-0.938, -2.898, 0.835], [0.983, 0.111, 0.124], [-2.235, -0.340, -2.042], [-1.073, 1.710, 0.118], [0.521, -0.261, -1.213], [-1.172, 1.812, 2.047], [-0.348, -0.172, 0.289], [-5.220, -0.733, 0.720], [1.916, 2.467, -0.859]],
  "nbo_charge": [0.163, 0.169, 0.019, -0.527, -0.598, -0.447, -0.565, -0.877, 1.199, 0.194, 0.215, 0.207, 0.222, 0.218, 0.408]
}



11.
{
  "formula": "C5H6N2OS",
  "method": "the ωB97M-V functional and the def2-TZVPD basis",
  "gap_ev": 9.18,
  "smiles": "Nc1cscc1NC=O",
  "e_homo_ha": -0.3073,
  "charge": 0,
  "relative_energy_kcal_mol": 17.5,
  "total_energy_ev": -21144.3397,
  "species": ["C", "C", "C", "C", "C", "N", "N", "O", "S", "H", "H", "H", "H", "H", "H"],
  "coordinates": [[0.373, 0.038, -2.023], [-1.268, -1.439, -0.884], [0.276, 0.370, -0.694], [-0.670, -0.539, -0.026], [1.346, 1.061, 1.295], [0.883, 1.275, 0.045], [-0.973, -0.304, 1.351], [1.467, -0.056, 1.715], [-0.688, -1.240, -2.447], [0.910, 0.408, -2.910], [-1.872, -2.216, -0.656], [1.725, 1.903, 1.824], [0.751, 2.252, -0.097], [-0.321, -0.813, 2.022], [-1.939, -0.700, 1.486]],
  "forces_ev_per_a": [[-0.039, 0.091, -0.838], [2.382, 2.730, 0.585], [-2.811, -4.380, -1.760], [0.198, 0.355, -0.246], [0.426, -1.653, -0.803], [1.898, 4.077, 1.790], [-1.603, -2.011, 0.648], [0.992, -0.965, 1.174], [0.300, 0.172, -0.684], [0.009, 0.275, 1.048], [-1.920, -2.122, 0.762], [0.042, 1.246, 0.433], [-0.164, 0.587, -0.823], [-1.020, 0.987, -1.400], [1.312, 0.610, 0.114]],
  "nbo_charge": [-0.427, -0.484, 0.063, 0.140, 0.540, -0.601, -0.847, -0.617, 0.468, 0.243, 0.227, 0.128, 0.396, 0.410, 0.363]
}



12.
{
  "formula": "C5H6N2S",
  "method": "the ωB97M-V functional and the def2-TZVPD basis",
  "gap_ev": [7.79, 5.63],
  "e_homo_ha": [-0.3080, -0.2848],
  "charge": 0,
  "relative_energy_kcal_mol": 149.4,
  "total_energy_ev": -19091.5306,
  "species": ["C", "C", "C", "C", "C", "N", "N", "S", "H", "H", "H", "H", "H", "H"],
  "coordinates": [[-0.375, 0.796, 1.896], [0.276, 1.407, 0.870], [-0.692, -0.584, 1.591], [-0.246, -1.034, 0.289], [0.616, -0.367, -2.615], [0.445, 0.654, -0.224], [-1.320, -1.352, 2.424], [1.366, 0.901, -1.561], [-0.657, 1.256, 2.824], [0.638, 2.426, 0.880], [0.984, -0.215, -3.623], [-0.463, -0.251, -2.570], [0.898, -1.345, -2.239], [-1.472, -2.293, 2.060]],
  "forces_ev_per_a": [[0.182, 0.723, -0.026], [0.091, 1.035, 0.700], [-0.355, -0.664, -0.165], [0.890, 1.431, -1.368], [0.196, 0.092, 0.395], [-1.250, -3.816, 0.825], [0.289, 0.632, 0.036], [-0.250, 0.187, -0.179], [0.058, 0.160, 0.170], [0.001, 0.123, 0.094], [0.089, 0.105, -0.087], [-0.038, -0.004, -0.051], [-0.050, -0.055, -0.015], [0.146, 0.052, -0.327]],
  "nbo_charge": [-0.201, -0.018, -0.039, 0.015, -0.745, -0.562, -0.524, 0.563, 0.231, 0.207, 0.232, 0.245, 0.253, 0.344]
}